ORCA calculation (wB97M-V/def2-TZVPD) on a structure of composition C34H41CoIN6O3Si2.

The spin multiplicity is 2. The calculation puts the energy at -4133.971916 Ha. Its highest occupied orbital energy (alpha / beta) is -0.5 / -0.4 eV. The energy above the lowest of the compared OMol25 structures with the same formula, charge and spin is 24.71 kcal/mol. As for the charge: -2. The calculation puts the gap between HOMO and LUMO (alpha / beta) at 0.172 / 0.168 Ha. Its expectation value of S² is 1.00.

CARTESIAN COORDINATES (ANGSTROEM)
Co1 0.3567 0.2423 0.0684
C1 0.5864 -1.1253 -4.5538
C2 -0.7000 -0.5276 -4.0675
N1 -1.7103 -0.4521 -4.8776
C3 -2.8870 0.0701 -4.4137
C4 -3.0995 0.4279 -3.1186
C5 -4.4745 0.8811 -2.7161
O1 -4.5417 2.2658 -2.3520
C6 -2.0305 0.3176 -2.1711
C7 -2.3494 0.4271 -0.7754
N2 -1.6352 0.1577 0.2713
C8 -2.3191 -0.0582 1.5186
C9 -3.6863 0.2304 1.6582
C10 -4.4058 -0.0020 2.8140
C11 -3.7837 -0.5648 3.9126
C12 -2.4351 -0.8500 3.8217
C13 -1.6903 -0.5996 2.6676
I1 0.3444 -1.0681 2.9346
C14 -0.7377 -0.0426 -2.6797
O2 0.3242 0.0220 -2.0292
H1 0.3678 -1.9131 -5.2741
H2 1.1563 -1.5240 -3.7148
H3 1.2042 -0.3682 -5.0444
H4 -3.6866 0.1530 -5.1418
H5 -4.8587 0.2602 -1.8986
H6 -5.1556 0.7682 -3.5588
H7 -3.7776 2.4638 -1.8001
H8 -3.3961 0.6676 -0.6148
H9 -4.2377 0.6731 0.8420
H10 -5.4574 0.2580 2.8429
H11 -4.3292 -0.7672 4.8260
H12 -1.9186 -1.2801 4.6684
C15 5.2917 -0.0585 -0.9873
Si1 3.5926 0.7870 -0.8603
C16 4.0804 2.4882 -0.2023
C17 3.2069 1.0549 -2.7205
N3 2.3671 -0.0572 -0.0428
C18 2.6152 -1.3583 0.3911
C19 3.7912 -1.7347 1.0478
C20 4.1417 -3.0707 1.2741
C21 3.2783 -4.0630 0.8592
C22 2.0238 -3.7130 0.3442
C23 1.6068 -2.3782 0.1881
N4 0.3176 -1.9478 -0.0588
Si2 -0.8284 -3.1583 -0.4094
C24 -2.6384 -2.7492 -0.7766
C25 -0.3496 -4.1709 -1.9443
C26 -1.0528 -4.3264 1.0846
H13 5.8469 0.4322 -1.7957
H14 5.2111 -1.1230 -1.2172
H15 5.8810 0.0383 -0.0725
H16 4.8495 2.9127 -0.8611
H17 4.4925 2.3926 0.8047
H18 3.2474 3.1899 -0.1363
H19 3.2856 2.1076 -3.0233
H20 2.2001 0.7057 -2.9523
H21 3.9085 0.4824 -3.3334
H22 4.4509 -0.9443 1.3846
H23 5.0788 -3.3157 1.7641
H24 3.5366 -5.1108 0.9787
H25 1.3372 -4.5167 0.1071
H26 -2.7804 -2.2448 -1.7342
H27 -3.1191 -2.1583 0.0053
H28 -3.1528 -3.7152 -0.8250
H29 -0.7620 -3.6931 -2.8399
H30 -0.7437 -5.1930 -1.9005
H31 0.7334 -4.2288 -2.0663
H32 -1.8964 -3.9816 1.6933
H33 -0.1660 -4.3352 1.7196
H34 -1.2642 -5.3587 0.7783
N5 -3.2482 6.1628 0.0195
C27 -2.3653 5.5022 -0.3061
C28 -1.2391 4.6940 -0.7097
C29 -0.1699 5.2619 -1.3924
C30 0.8635 4.4298 -1.7686
C31 0.7877 3.0784 -1.4537
N6 -0.2068 2.5361 -0.7609
C32 -1.2092 3.3320 -0.4192
H35 -0.1690 6.3199 -1.6193
H36 1.7154 4.8003 -2.3220
H37 1.5588 2.3890 -1.7713
H38 -2.0315 2.8881 0.1359
C33 -0.3096 2.3446 2.5379
C34 0.7141 1.6991 1.5339
O3 1.8127 2.2313 1.6387
H39 0.0686 2.1586 3.5450
H40 -1.3370 1.9821 2.4767
H41 -0.3007 3.4285 2.3789


ORCA calculation (wB97M-V/def2-TZVPD) on a structure of composition C34H42BeBrCaClI2LiNNaO12S2.

The calculation puts the energy at -7565.730437 Ha. Its highest occupied orbital energy is -7.8 eV. The energy above the lowest of the compared OMol25 structures with the same formula, charge and spin is 0.00 kcal/mol. As for the charge: +1. The calculation puts the gap between HOMO and LUMO at 0.090 Ha.

CARTESIAN COORDINATES (ANGSTROEM)
C1 -6.2564 0.8548 -3.1149
C2 -5.5587 0.0533 -2.5634
C3 -4.5683 -0.8234 -1.9340
C4 -3.5268 -0.0433 -1.1326
C5 -3.1287 1.1621 -1.6695
C6 -2.1864 1.9847 -1.0457
C7 -1.7847 3.2571 -1.7624
C8 -1.0093 2.8986 -3.0160
C9 -1.6276 2.4040 -4.1379
C10 -0.8956 2.0921 -5.2739
C11 0.5042 2.2585 -5.3575
C12 1.1459 2.7441 -4.2490
C13 0.4151 3.0661 -3.0793
C14 -1.6848 1.5533 0.1734
C15 -2.0830 0.3303 0.7262
C16 -2.9960 -0.5107 0.0807
C17 -3.3796 -1.8461 0.6687
I1 -2.9650 -3.4893 -0.7166
C18 -4.8169 -1.8473 1.3038
C19 -4.7030 -2.2119 2.7883
I2 -6.1704 -3.3784 0.4715
C20 -1.4612 -0.0155 2.0494
O1 -2.0617 -0.5531 2.9557
C21 -0.0227 0.3977 2.1864
C22 0.9510 -0.5041 2.9176
C23 0.5572 -0.6312 4.4266
C24 0.1396 -2.0454 4.8326
C25 1.2002 -3.1020 4.5273
N1 2.5287 -2.6547 4.9705
C26 0.3504 1.5567 1.6576
C27 -0.6629 2.3729 0.9212
O2 -0.6647 3.5728 0.9653
H1 -6.9043 1.6823 -3.2862
H2 -4.0458 -1.3345 -2.7514
H3 -5.0687 -1.5777 -1.3357
H4 -3.5370 1.4816 -2.6162
H5 -1.1683 3.9251 -1.1797
H6 -2.6868 3.8126 -2.0273
H7 -2.6945 2.2436 -4.1832
H8 -1.4222 1.6714 -6.1235
H9 1.0571 2.0144 -6.2528
H10 2.2212 2.8611 -4.2752
H11 0.9957 3.4444 -2.2399
H12 -2.6990 -2.0499 1.4895
H13 -5.2964 -0.8727 1.2610
H14 -4.1906 -3.1754 2.9570
H15 -4.1929 -1.4221 3.3383
H16 -5.6935 -2.3255 3.2328
H17 1.9379 -0.0530 2.8278
H18 0.9159 -1.4681 2.4054
H19 -0.2823 0.0426 4.5959
H20 1.3988 -0.2477 5.0115
H21 -0.8331 -2.3251 4.4294
H22 0.0241 -2.0578 5.9233
H23 0.9637 -4.0054 5.0928
H24 1.1617 -3.3919 3.4708
H25 2.8466 -1.8692 4.4115
H26 3.1810 -3.4002 4.7486
H27 1.3668 1.9226 1.7429
Ca1 -3.0757 -4.9492 2.6446
O3 4.5888 6.5977 -3.1192
S1 3.2087 5.7739 -3.2803
O4 3.1591 4.8258 -2.1864
O5 3.2737 5.1291 -4.5693
O6 2.0536 6.7083 -3.2254
C28 4.8691 -0.9225 6.9434
C29 5.3734 -1.8470 8.0456
O7 6.7360 -2.1473 7.8783
H28 5.0116 -1.3844 5.9688
H29 3.7955 -0.6927 7.0636
H30 5.4281 0.0204 6.9411
H31 4.8281 -2.7896 8.0327
H32 5.2365 -1.3836 9.0519
H33 7.2405 -1.3263 7.9027
Cl1 0.1499 5.6542 -2.1576
C30 2.0423 -2.3501 -3.6147
C31 3.4567 -2.5549 -3.0535
C32 4.3966 -1.6167 -3.8216
S2 3.3907 -0.2225 -4.3500
O8 3.3147 -0.2275 -5.7858
O9 3.7791 0.9518 -3.6137
C33 1.8406 -0.8404 -3.6972
H34 1.2853 -2.8194 -2.9868
H35 1.9736 -2.7899 -4.6116
H36 3.4670 -2.2980 -1.9913
H37 3.7803 -3.5913 -3.1422
H38 5.2085 -1.2518 -3.1979
H39 4.7992 -2.0933 -4.7131
H40 1.0241 -0.5470 -4.3537
H41 1.7018 -0.4047 -2.7069
Be1 3.5885 -0.1171 8.9368
C34 -3.6721 0.1104 -6.5549
O10 -4.3163 -0.9489 -6.6708
O11 -3.8345 0.7012 -5.2481
O12 -2.9399 0.7216 -7.3364
H42 -4.4328 0.0210 -4.9086
Na1 1.2932 -0.5934 8.2532
Br1 4.1745 8.4496 -2.6584
Li1 -8.1309 -5.3837 -0.3448


ORCA calculation (wB97M-V/def2-TZVPD) on a cluster of 10 separate species, C34H42Br4N2O22 in total.

The calculation puts the energy at -13381.456293 Ha. The SMILES is O=[N+]([O-])c1ccccc1.O=[N+]([O-])c1ccccc1.O=C1OCCO1.O=C1OCCO1.O=C1OCCO1.O=C1OCCO1.O=C1OCCO1.O=C1OCCO1.BrCCBr.BrCCBr. Its highest occupied orbital energy is -9.8 eV. The calculation puts the gap between HOMO and LUMO at 0.326 Ha.

CARTESIAN COORDINATES (ANGSTROEM)
O1 -2.9379 -1.2189 2.5154
N1 -2.5757 -2.3866 2.5912
O2 -1.7101 -2.9116 1.9621
C1 -3.1728 -3.2088 3.6313
C2 -4.0075 -2.5938 4.5319
C3 -4.5077 -3.3673 5.5315
C4 -4.1004 -4.6769 5.6798
C5 -3.2517 -5.2730 4.8043
C6 -2.7907 -4.5500 3.7310
H1 -4.3168 -1.5639 4.4378
H2 -5.1587 -2.8923 6.1858
H3 -4.5105 -5.2185 6.5242
H4 -2.9574 -6.2928 4.8623
H5 -2.1182 -4.9997 3.0300
O3 -6.4820 4.4482 -1.4766
N2 -5.3869 4.6072 -0.9299
O4 -5.1797 5.4998 -0.2123
C7 -4.2949 3.5269 -1.1435
C8 -4.3712 2.7875 -2.2692
C9 -3.3375 1.9024 -2.4718
C10 -2.3013 1.8009 -1.5112
C11 -2.3373 2.5327 -0.3132
C12 -3.4146 3.4397 -0.1410
H6 -5.1575 2.9145 -2.9608
H7 -3.3075 1.2985 -3.3608
H8 -1.5747 1.0740 -1.7349
H9 -1.6052 2.4385 0.4805
H10 -3.4794 4.0802 0.6840
O5 0.2144 -2.4806 -0.7167
C13 -0.8195 -2.7198 -1.2799
O6 -1.6841 -1.7621 -1.6225
C14 -2.8559 -2.3467 -2.2592
C15 -2.5032 -3.8638 -2.2818
O7 -1.2275 -3.9202 -1.6549
H11 -3.7202 -2.0732 -1.6727
H12 -3.0912 -1.9850 -3.2219
H13 -2.4848 -4.2918 -3.2670
H14 -3.1780 -4.3967 -1.6320
O8 -1.5781 -0.3987 -4.5316
C16 -0.6201 -1.1078 -4.5465
O9 0.6532 -0.7200 -4.7599
C17 1.4008 -1.9291 -4.8900
C18 0.6169 -2.9227 -3.9361
O10 -0.6701 -2.3904 -4.1363
H15 1.2921 -2.3637 -5.8863
H16 2.4251 -1.8414 -4.5175
H17 0.8783 -2.8962 -2.8840
H18 0.6235 -3.9657 -4.3097
O11 0.0393 4.2951 1.1578
C19 1.2428 4.3673 1.1419
O12 1.9092 5.4692 0.9184
C20 3.3396 5.2783 1.1516
C21 3.4509 3.7658 1.0577
O13 2.0928 3.3151 1.3155
H19 3.9025 5.8407 0.3662
H20 3.6650 5.7648 2.1203
H21 4.0978 3.4561 1.8853
H22 3.8187 3.5000 0.0472
O14 4.8100 -3.1609 2.6496
C22 3.6507 -2.9619 2.9346
O15 2.6159 -3.2992 2.2201
C23 1.3297 -2.8200 2.8004
C24 1.8747 -2.3477 4.1948
O16 3.2654 -2.5005 4.1158
H23 0.9184 -2.0538 2.1318
H24 0.6510 -3.6320 2.7003
H25 1.4660 -3.1100 4.8864
H26 1.6093 -1.3216 4.4835
O17 4.6039 -0.8574 -3.4542
C25 5.0865 -1.7205 -2.7457
O18 6.2165 -1.6214 -2.1106
C26 6.4240 -2.6286 -1.1133
C27 5.0908 -3.3861 -1.1221
O19 4.4715 -2.8272 -2.3447
H27 7.2402 -3.2576 -1.4779
H28 6.7073 -2.0959 -0.2147
H29 4.3475 -3.2519 -0.3677
H30 5.2994 -4.4805 -1.2882
O20 0.2968 6.0345 -5.9229
C28 0.4281 5.5040 -4.9005
O21 -0.2811 4.4566 -4.5254
C29 -0.0086 3.9419 -3.2990
C30 0.7350 5.0957 -2.6943
O22 1.2464 5.7879 -3.8206
H31 -0.9206 3.6452 -2.7587
H32 0.5659 2.9590 -3.5077
H33 1.4934 4.7270 -2.0297
H34 0.1157 5.7359 -2.1005
Br1 3.3501 -0.1392 1.2101
C31 1.5162 0.1963 0.3918
C32 1.5526 0.1479 -1.0964
Br2 2.5632 1.6701 -1.9946
H35 1.2293 1.1677 0.8667
H36 0.8442 -0.5793 0.7469
H37 0.5298 0.3364 -1.4270
H38 2.0067 -0.6872 -1.5546
Br3 -0.4039 0.3333 5.1537
C33 -0.3966 1.5715 3.5914
C34 -0.8300 2.9317 4.0861
Br4 -2.8042 3.1270 4.3881
H39 -1.1097 1.0865 2.9922
H40 0.6462 1.5342 3.2065
H41 -0.6414 3.6920 3.3442
H42 -0.2867 3.1845 4.9629


Which of these has the highest energy? C34H41CoIN6O3Si2


Look up the energy of the first one. -4133.971916 Ha


Among the records above, which one has the lowest energy? C34H42Br4N2O22


The highest energy belongs to which entry? C34H41CoIN6O3Si2